Computed, not measured: C56H79CsGeN7S2Si5 as an isolated structure, with ωB97M-V with the def2-TZVPD basis set.

Computed properties:
Energy relative to the best compared isomer or geometry (same formula, charge and spin) (kcal per mole): 79.4
Energy (eV): -187910.440
Total charge: -1
Kohn-Sham gap (spin up / spin down) (eV): 5.134 / 5.389
LUMO (spin up / spin down) (eV): 1.18 / 1.43

Last column: Löwdin charge in e.
Geometry (Å):
Cs (0.47116, -0.61760, -0.07839)  0.68
N (2.08009, 2.86416, -3.06210)  0.05
C (1.45082, 1.66854, -2.82014)  -0.91
S (-0.14260, 1.74795, -2.16342)  0.44
N (2.16234, 0.62107, -3.19827)  -0.02
N (1.74215, -0.57774, -2.72018)  -0.06
C (2.16548, -1.64462, -3.29406)  -0.22
C (3.03194, -1.67058, -4.50704)  -0.18
C (2.62811, -2.39406, -5.62622)  -0.05
C (3.40310, -2.41365, -6.77778)  -0.09
C (4.60094, -1.71415, -6.81868)  -0.10
C (5.01479, -0.99599, -5.70350)  -0.09
C (4.23273, -0.96717, -4.55881)  -0.03
C (1.74920, -2.94131, -2.67128)  -0.23
C (2.42897, -4.12822, -2.93457)  -0.01
C (2.03042, -5.29493, -2.30068)  -0.06
C (0.97074, -5.25620, -1.41326)  -0.06
C (0.36249, -4.02879, -1.19793)  -0.20
N (0.72031, -2.90842, -1.81360)  -0.02
H (1.48457, 3.67207, -3.11895)  0.06
H (2.87898, 2.82064, -3.67472)  0.08
H (1.69352, -2.94264, -5.59228)  0.11
H (3.06880, -2.97329, -7.64261)  0.10
H (5.20724, -1.72598, -7.71595)  0.09
H (5.94984, -0.44996, -5.72820)  0.10
H (4.54596, -0.39697, -3.69604)  0.11
H (3.27091, -4.12937, -3.61314)  0.11
H (2.55713, -6.22215, -2.48988)  0.11
H (0.63819, -6.13589, -0.88006)  0.10
H (-0.44923, -3.94082, -0.48076)  0.07
C (-1.25432, 1.84157, 2.04860)  -0.01
Si (-0.30703, 3.35292, 2.52248)  0.63
C (1.42422, 2.86065, 3.07557)  -0.24
N (2.07968, 1.96503, 2.12056)  -0.20
C (2.56835, 2.65644, 0.90772)  -0.19
C (4.04594, 2.38827, 0.64162)  -0.18
C (4.84228, 2.66237, 1.91431)  -0.18
C (4.41552, 1.69621, 3.03701)  -0.15
C (3.05982, 1.05704, 2.71536)  -0.21
C (-1.21272, 4.13569, 3.98625)  -0.23
C (-2.16428, 5.14078, 3.78963)  -0.09
C (-2.91612, 5.63944, 4.84602)  -0.09
C (-2.72409, 5.14682, 6.12935)  -0.10
C (-1.78269, 4.15020, 6.35086)  -0.09
C (-1.04327, 3.64885, 5.28794)  -0.10
C (-0.26196, 4.65484, 1.18482)  -0.26
C (0.47237, 5.82878, 1.37689)  -0.11
C (0.51769, 6.80895, 0.39849)  -0.09
C (-0.17411, 6.63161, -0.79607)  -0.09
C (-0.90763, 5.47435, -1.00495)  -0.08
C (-0.94958, 4.49550, -0.01854)  -0.11
H (-2.18487, 1.94379, 1.49679)  0.00
H (-0.72929, 0.91696, 1.85322)  -0.07
H (1.31893, 2.31908, 4.02251)  0.08
H (2.02304, 3.76172, 3.30499)  0.09
H (2.44176, 3.73782, 1.03367)  0.11
H (1.96827, 2.37386, 0.03906)  0.08
H (4.37218, 3.03296, -0.17700)  0.11
H (4.20124, 1.35617, 0.31304)  0.11
H (4.64495, 3.69693, 2.21659)  0.10
H (5.91548, 2.58780, 1.72883)  0.10
H (4.37321, 2.22311, 3.99440)  0.10
H (5.14148, 0.88735, 3.14864)  0.09
H (2.61796, 0.62098, 3.61205)  0.11
H (3.21184, 0.21799, 2.03599)  0.08
H (-2.31215, 5.54659, 2.79444)  0.10
H (-3.65509, 6.41107, 4.66776)  0.10
H (-3.30326, 5.53965, 6.95584)  0.10
H (-1.62829, 3.76262, 7.35052)  0.10
H (-0.31879, 2.86394, 5.47943)  0.09
H (1.01583, 5.98285, 2.30419)  0.10
H (1.09638, 7.70962, 0.56378)  0.10
H (-0.13600, 7.39782, -1.56082)  0.10
H (-1.43478, 5.31676, -1.93761)  0.10
H (-1.50426, 3.58588, -0.21087)  0.06
S (-1.81907, -2.86265, 1.88287)  0.58
C (-1.97293, -1.79322, 3.15510)  -0.89
N (-0.98724, -1.44399, 3.98571)  0.01
C (-1.34854, -0.35294, 4.87425)  -0.13
C (-2.77373, 0.01000, 4.40106)  -0.14
N (-3.10171, -1.11242, 3.51951)  0.02
H (-0.02754, -1.67292, 3.71659)  -0.01
H (-0.66503, 0.49006, 4.75821)  0.09
H (-1.32517, -0.67821, 5.91564)  0.11
H (-2.76511, 0.95168, 3.84762)  0.08
H (-3.48094, 0.08878, 5.22494)  0.11
H (-3.83011, -1.03618, 2.82893)  0.12
C (-5.94398, -2.51689, -3.25448)  -0.22
Si (-4.40800, -2.29944, -2.18017)  0.30
C (-3.30098, -3.77296, -2.50592)  -0.21
C (-4.97872, -2.33394, -0.40141)  -0.22
Si (-3.39476, -0.28335, -2.73818)  0.55
Si (-4.56781, 1.58475, -2.02531)  0.30
C (-3.65371, 3.17077, -2.44644)  -0.23
C (-4.91569, 1.53660, -0.17878)  -0.22
C (-6.24353, 1.62956, -2.88601)  -0.23
Si (-2.46314, -0.23062, -4.87977)  0.30
C (-1.65711, 1.35998, -5.42614)  -0.22
C (-1.23642, -1.63609, -5.02550)  -0.21
C (-3.88470, -0.53414, -6.08442)  -0.23
H (-6.44861, -3.45993, -3.02007)  0.03
H (-5.68316, -2.52699, -4.31498)  0.01
H (-6.65610, -1.70264, -3.09931)  0.01
H (-3.77449, -4.67857, -2.11549)  0.04
H (-2.32906, -3.66084, -2.02083)  0.01
H (-3.12509, -3.91088, -3.57488)  0.02
H (-5.61755, -3.20809, -0.24230)  0.03
H (-5.55671, -1.44242, -0.14760)  0.01
H (-4.13177, -2.40366, 0.28612)  -0.04
H (-2.57137, 3.01528, -2.45848)  -0.04
H (-3.87899, 3.95478, -1.71689)  0.03
H (-3.94678, 3.53094, -3.43612)  0.03
H (-4.01022, 1.33458, 0.39742)  0.00
H (-5.64402, 0.76073, 0.06411)  0.01
H (-5.31963, 2.49888, 0.14993)  0.03
H (-6.11802, 1.61644, -3.97169)  0.02
H (-6.80582, 2.53066, -2.61971)  0.03
H (-6.84588, 0.75982, -2.61243)  0.01
H (-0.76676, 1.57108, -4.83404)  -0.02
H (-2.33387, 2.21210, -5.31966)  0.02
H (-1.37805, 1.26700, -6.48026)  0.03
H (-0.50243, -1.57614, -4.21676)  0.01
H (-0.70100, -1.57946, -5.97828)  0.03
H (-1.73046, -2.60812, -4.96148)  0.02
H (-4.63394, 0.25776, -5.99765)  0.02
H (-4.38521, -1.48377, -5.88165)  0.00
H (-3.52912, -0.55147, -7.11974)  0.03
Ge (1.82686, -2.62190, 2.37046)  0.77
C (1.53330, -4.31384, 3.43164)  -0.38
C (1.10081, -5.49495, 2.81764)  -0.14
C (0.79885, -6.63658, 3.54921)  -0.11
C (0.92395, -6.63507, 4.93367)  -0.13
C (1.34564, -5.47683, 5.57098)  -0.12
C (1.63285, -4.33748, 4.82573)  -0.15
C (3.82984, -2.37914, 2.55474)  -0.40
C (4.60234, -2.14144, 1.40924)  -0.15
C (5.94180, -1.77257, 1.48200)  -0.11
C (6.56129, -1.63548, 2.71850)  -0.13
C (5.82119, -1.86656, 3.87130)  -0.12
C (4.47910, -2.22043, 3.78363)  -0.13
H (1.94384, -3.37865, 0.97139)  -0.07
H (1.00298, -5.51681, 1.73727)  0.07
H (0.46444, -7.53403, 3.04028)  0.09
H (0.69163, -7.52446, 5.50736)  0.09
H (1.44324, -5.45799, 6.65091)  0.09
H (1.94268, -3.43968, 5.35508)  0.08
H (4.14317, -2.25504, 0.43056)  0.08
H (6.50531, -1.59802, 0.57171)  0.09
H (7.60646, -1.35719, 2.78239)  0.09
H (6.28988, -1.75928, 4.84371)  0.09
H (3.92540, -2.37941, 4.70447)  0.08

Atoms 1-2, force components in eV/Å:
-0.148 0.107 0.634
-0.079 0.069 -0.007